No. 1
Computed, not measured: C32H48N7O5PS3V as an isolated structure, with ωB97M-V/def2-TZVPD.

Geometry as XYZ:
```
97
Properties=species:S:1:pos:R:3:forces:R:3
V 0.244 0.468 0.810 0.4 0.1 -0.7
C 8.306 0.447 0.224 0.0 0.0 0.0
C 6.882 0.291 0.677 0.0 0.0 0.0
C 5.825 0.577 -0.185 0.0 0.0 0.0
C 4.510 0.461 0.231 0.0 0.0 0.0
C 4.259 0.038 1.526 0.0 0.0 0.1
C 5.289 -0.262 2.409 0.0 0.0 0.0
C 6.597 -0.128 1.975 0.0 0.0 0.0
S 2.601 -0.159 2.045 0.1 -0.2 -0.1
O 1.911 1.143 1.948 0.0 0.1 0.2
O 2.606 -0.809 3.328 0.0 0.1 0.0
N 1.782 -0.943 0.910 -0.4 0.0 0.2
C 1.872 -2.328 0.743 0.1 0.0 -0.1
C 2.952 -3.090 1.213 0.0 0.2 0.0
C 2.964 -4.444 0.971 -0.1 -0.1 -0.1
C 1.915 -5.026 0.264 0.1 0.0 0.1
C 0.903 -4.198 -0.168 0.0 0.1 0.0
N 0.868 -2.881 0.060 0.0 -0.1 0.0
H 8.378 0.475 -0.862 0.0 0.0 0.0
H 8.926 -0.371 0.591 0.0 0.0 0.0
H 8.728 1.376 0.612 0.0 0.0 0.0
H 6.037 0.893 -1.200 0.0 0.0 0.0
H 3.682 0.682 -0.432 0.0 0.0 0.0
H 5.058 -0.595 3.411 0.0 0.0 0.0
H 7.410 -0.358 2.653 0.0 0.0 0.0
H 3.761 -2.620 1.750 0.0 0.0 0.0
H 3.790 -5.047 1.325 0.0 0.0 0.0
H 1.889 -6.084 0.050 0.0 0.0 0.0
H 0.069 -4.601 -0.732 0.0 0.0 0.0
C -4.630 2.601 -0.606 0.0 0.0 0.0
N -3.486 2.635 0.298 0.1 0.0 0.0
C -3.148 3.898 0.945 0.0 0.0 0.0
C -2.565 1.643 0.310 -0.1 0.0 -0.1
N -1.368 1.769 0.756 0.2 0.0 0.1
N -3.028 0.426 -0.188 0.0 0.1 0.0
C -2.268 -0.688 -0.481 0.1 0.1 -0.1
N -2.997 -1.749 -0.927 0.0 0.0 0.0
N -0.997 -0.718 -0.320 0.0 -0.1 0.3
H -5.058 3.598 -0.651 0.0 0.0 0.0
H -5.420 1.930 -0.255 0.0 0.0 0.0
H -4.334 2.317 -1.617 0.0 0.0 0.0
H -4.068 4.438 1.150 0.0 0.0 0.0
H -2.492 4.516 0.328 0.0 0.0 0.0
H -2.644 3.703 1.891 0.0 0.0 0.0
H -1.059 2.732 0.921 0.0 0.0 0.0
H -4.024 0.326 -0.266 0.0 0.0 0.0
H -3.908 -1.604 -1.326 0.0 0.0 0.0
H -2.482 -2.531 -1.293 0.0 0.0 0.0
H -0.547 -1.632 -0.464 0.0 0.0 -0.1
C 4.608 5.292 -0.922 0.0 0.0 0.0
C 4.380 3.796 -0.841 0.0 0.0 0.0
C 4.332 3.125 -2.202 0.0 0.0 0.0
O 3.206 3.524 -0.021 0.1 0.0 0.0
P 1.668 3.546 -0.369 0.0 0.0 0.0
S 0.690 4.190 1.196 0.0 0.0 -0.1
S 1.120 1.720 -1.129 -0.2 -0.2 0.2
O 1.647 4.538 -1.616 0.0 0.0 0.0
C 0.585 4.874 -2.545 0.0 0.0 0.0
C 0.761 4.067 -3.817 0.0 0.0 0.0
C -0.805 4.742 -1.952 0.0 0.0 0.0
H 5.578 5.485 -1.383 0.0 0.0 0.0
H 4.605 5.730 0.076 0.0 0.0 0.0
H 3.835 5.771 -1.520 0.0 0.0 0.0
H 5.178 3.344 -0.249 0.0 0.0 0.0
H 3.597 3.598 -2.850 0.0 0.0 0.0
H 4.087 2.068 -2.119 0.0 0.0 0.0
H 5.313 3.216 -2.673 0.0 0.0 0.0
H 0.773 5.928 -2.760 0.0 0.0 0.0
H 0.599 3.006 -3.624 0.0 0.0 0.0
H 1.763 4.201 -4.223 0.0 0.0 0.0
H 0.042 4.405 -4.565 0.0 0.0 0.0
H -1.023 3.698 -1.713 0.0 0.0 0.0
H -1.529 5.092 -2.690 0.0 0.0 0.0
H -0.898 5.344 -1.050 0.0 0.0 0.0
C -0.345 0.788 9.064 0.0 0.0 0.0
C -0.406 0.362 7.628 0.0 0.0 0.0
C -0.391 -0.985 7.279 0.0 0.0 0.0
C -0.440 -1.390 5.959 0.0 0.0 0.0
C -0.389 -2.867 5.657 0.0 0.0 0.0
C -0.506 -0.404 4.945 0.0 0.0 0.0
C -0.495 -0.858 3.586 0.1 0.0 0.0
O -0.458 -0.136 2.583 -0.3 -0.1 0.2
C -0.521 0.974 5.281 0.0 0.0 0.0
C -0.581 2.069 4.256 0.0 0.0 0.0
C -0.473 1.319 6.618 0.0 0.0 0.0
H -0.305 -0.067 9.735 0.0 0.0 0.0
H -1.218 1.390 9.321 0.0 0.0 0.0
H 0.537 1.407 9.239 0.0 0.0 0.0
H -0.335 -1.733 8.060 0.0 0.0 0.0
H -0.346 -3.431 6.586 0.0 0.0 0.0
H 0.493 -3.128 5.071 0.0 0.0 0.0
H -1.272 -3.202 5.110 0.0 0.0 0.0
H -0.512 -1.941 3.424 0.1 0.0 0.0
H -1.404 1.919 3.557 0.0 0.0 0.0
H 0.334 2.109 3.660 0.0 0.0 0.0
H -0.707 3.031 4.750 0.0 0.0 0.0
H -0.484 2.369 6.887 0.0 0.0 0.0
```
Forces are in eV/Å.

Total charge: +1
Multiplicity: 3
Orbital gap (spin up / spin down) (eV): 7.3 / 7.4
F_max (eV/A): 0.8
LUMO level (spin up / spin down) (Ha): -0.1064 / -0.1039


No. 2
Computed, not measured: C4H7N3O as an isolated structure, with ωB97M-V/def2-TZVPD.

Geometry as XYZ:
```
15
Properties=species:S:1:pos:R:3:forces:R:3
C 0.789 0.846 0.114 -0.3 -0.6 1.4
C -1.123 -0.491 -0.345 -0.3 -0.2 0.3
N 1.167 2.092 0.539 0.1 0.0 -0.3
N 1.667 -0.063 -0.286 -0.6 -0.9 0.1
C -0.728 -1.398 0.710 0.7 -1.8 -0.8
C -1.999 -0.547 -1.339 0.6 -0.1 0.0
N -0.514 0.560 0.335 0.4 1.4 -0.7
O 0.409 -1.993 0.741 -0.6 0.9 0.1
H 2.131 2.271 0.762 -0.1 -0.1 0.0
H 0.477 2.616 1.050 0.0 -0.1 -0.1
H 2.628 0.254 -0.306 -0.1 -0.1 0.0
H 1.221 -1.269 0.157 -0.1 1.1 -0.5
H -1.489 -1.700 1.433 0.3 0.3 0.5
H -2.514 -1.470 -1.558 0.0 -0.1 -0.1
H -2.123 0.293 -2.005 -0.2 0.1 0.1
```
Forces are in eV/Å.

Total charge: 0
Orbital gap (eV): 9.5
F_max (eV/A): 2.1
LUMO level (Ha): 0.0285


No. 3
Computed, not measured: a 2-piece molecular cluster, C3H11NO overall, with ωB97M-V/def2-TZVPD.

Geometry as XYZ:
```
16
Properties=species:S:1:pos:R:3:forces:R:3
C 0.914 -0.744 -1.636 1.0 4.5 -3.4
C -0.167 -1.267 -0.872 -2.3 -2.6 3.8
N -0.630 -0.257 0.098 1.7 -0.7 -1.8
C -0.537 -0.374 1.509 -2.3 0.7 0.4
H 0.368 0.246 -2.118 1.7 -2.4 0.0
H 1.332 -1.494 -2.357 -0.3 1.1 0.3
H 1.721 -0.155 -1.075 -1.0 -1.6 -0.3
H 0.323 -2.085 -0.244 -1.3 0.3 -0.6
H -1.129 -1.693 -1.440 2.4 0.7 0.8
H -1.404 0.237 -0.260 -0.9 0.6 0.1
H -1.345 -1.012 1.907 0.7 -0.7 0.3
H 0.443 -0.580 1.952 -0.2 0.1 -0.3
H -0.967 0.598 1.801 0.8 0.0 0.7
H 0.815 2.826 0.273 -1.7 1.8 1.7
H 0.056 2.473 1.473 -0.5 -0.3 0.8
O 0.205 3.281 0.989 2.2 -1.6 -2.6
```
Forces are in eV/Å.

Total charge: 0
Orbital gap (eV): 9.4
F_max (eV/A): 5.7
LUMO level (Ha): 0.0330